# 1
This record from the Open Molecules 2025 dataset describes 2 unconnected molecules or ions with the total composition C5H13N2. The level of theory is ωB97M-V with the def2-TZVPD basis set.

Each line ends with the Löwdin charge.
Geometry (Å):
C: 1.771 -0.989 0.417  -0.142
C: -2.805 -0.798 -0.445  0.002
C: -1.574 0.817 1.014  -0.085
C: 2.099 1.098 -0.853  -0.018
C: -1.899 0.153 -0.290  -0.298
N: 0.548 -1.289 0.068  0.197
N: 2.484 0.033 0.042  0.021
H: -3.073 -1.174 -1.416  0.070
H: -3.330 -1.211 0.399  0.072
H: 2.268 -1.704 1.069  0.167
H: -1.797 0.164 1.854  0.082
H: -2.188 1.711 1.119  0.095
H: -0.535 1.138 1.074  0.060
H: 2.835 1.176 -1.653  0.107
H: 2.078 2.046 -0.313  0.107
H: 1.124 0.910 -1.292  0.082
H: -1.463 0.621 -1.172  0.106
H: 0.112 -2.121 0.436  0.143
H: -0.080 -0.679 -0.462  0.063
H: 3.426 0.097 0.405  0.168

Properties
Gap between HOMO and LUMO (alpha / beta) ... 5.93 / 9.32 eV
Lowest unoccupied orbital energy (alpha / beta) ... -3.1 / -5.9 eV
2S+1 ... 3
M ... 101.2 g mol⁻¹
Electronic energy ... -8364.727 eV
Max |F| ... 10.681 eV Å⁻¹
Expectation value of S² ... 2.01
Charge ... +1

=====

# 2
This record from the Open Molecules 2025 dataset describes a gas-phase ion, C5H13N2O (charge -1). The level of theory is ωB97M-V with the def2-TZVPD basis set.

Each line ends with the Löwdin charge.
Geometry (Å):
C: -0.667 1.348 0.378  -0.104
N: -0.321 0.088 -0.279  -0.243
C: 0.933 -0.474 0.204  -0.257
C: 2.102 0.431 -0.262  -0.315
N: 3.425 -0.156 -0.136  -0.046
C: -1.405 -0.775 0.098  -0.265
C: -2.865 -0.384 -0.445  -0.516
O: -3.536 0.702 0.026  -0.390
H: -0.096 2.197 -0.036  0.080
H: -0.543 1.247 1.463  0.087
H: -1.673 1.486 0.113  0.028
H: 1.077 -0.543 1.311  0.111
H: 1.047 -1.520 -0.305  0.132
H: 1.940 0.715 -1.382  0.141
H: 2.056 1.299 0.334  0.072
H: 3.687 -0.291 0.851  0.062
H: 3.619 -0.956 -0.749  0.061
H: -1.190 -1.824 -0.372  0.118
H: -1.378 -0.854 1.173  0.088
H: -3.446 -1.386 -0.346  0.067
H: -2.766 -0.351 -1.636  0.089

Properties
Gap between HOMO and LUMO ... 5.98 eV
Lowest unoccupied orbital energy ... 3.6 eV
M ... 117.2 g mol⁻¹
Electronic energy ... -10421.851 eV
Max |F| ... 3.222 eV Å⁻¹
Charge ... -1

=====

# 3
This record from the Open Molecules 2025 dataset describes a gas-phase ion, C5H13N2O (charge -1). The level of theory is ωB97M-V with the def2-TZVPD basis set.

Each line ends with the Löwdin charge.
Geometry (Å):
C: 1.011 -1.784 2.641  -0.138
C: 1.181 -0.471 1.859  -0.248
C: 0.504 -0.577 0.494  -0.395
N: 1.507 -1.208 -0.447  0.014
C: 0.076 0.805 -0.080  -0.262
N: -0.263 0.708 -1.465  -0.091
C: -1.813 0.814 -1.753  -0.579
O: -2.317 1.957 -1.388  -0.302
H: 1.724 -1.794 3.487  0.057
H: 1.296 -2.688 2.110  0.060
H: 0.055 -1.887 3.155  0.061
H: 0.770 0.344 2.463  0.102
H: 2.253 -0.351 1.744  0.093
H: -0.375 -1.218 0.581  0.123
H: 1.382 -0.612 -1.274  0.035
H: 1.159 -2.107 -0.751  0.043
H: 0.837 1.536 0.216  0.110
H: -0.806 1.073 0.522  0.108
H: 0.047 1.511 -1.996  0.073
H: -1.770 0.565 -2.854  0.065
H: -2.218 -0.154 -1.359  0.070

Properties
Gap between HOMO and LUMO ... 6.51 eV
Lowest unoccupied orbital energy ... 3.7 eV
M ... 117.2 g mol⁻¹
Electronic energy ... -10422.966 eV
Max |F| ... 1.766 eV Å⁻¹
Charge ... -1

=====

# 4
This record from the Open Molecules 2025 dataset describes a molecular structure, C5H13N2O. The level of theory is ωB97M-V with the def2-TZVPD basis set.

Each line ends with the Löwdin charge.
Geometry (Å):
C: 1.121 0.387 -1.423  -0.497
N: 1.551 -0.990 -1.744  -0.214
C: 3.260 -0.229 1.131  -0.194
O: 3.940 0.563 1.729  -0.067
C: -0.362 0.620 -1.106  -0.261
C: -0.831 -0.070 0.163  -0.259
C: -2.315 0.231 0.510  -0.743
N: -2.518 -0.589 1.751  -0.087
H: 1.879 0.574 -0.642  0.021
H: 1.468 1.054 -2.242  0.064
H: 0.874 -1.595 -1.277  -0.126
H: 3.118 -0.353 0.040  0.012
H: 2.667 -1.040 1.622  0.073
H: -0.427 1.713 -0.967  0.085
H: -0.988 0.460 -1.991  0.088
H: -0.736 -1.158 0.141  0.088
H: -0.244 0.289 1.012  0.098
H: -2.863 0.082 -0.433  0.024
H: -2.660 -1.117 0.844  0.006
H: -3.329 -0.097 2.148  -0.104
H: -2.605 1.265 0.736  -0.007

Properties
Gap between HOMO and LUMO (alpha / beta) ... 2.17 / 4.76 eV
Lowest unoccupied orbital energy (alpha / beta) ... 5.9 / 5.8 eV
2S+1 ... 2
M ... 117.2 g mol⁻¹
Electronic energy ... -10415.201 eV
Max |F| ... 4.405 eV Å⁻¹
Expectation value of S² ... 0.75
Charge ... -2

=====

# 5
This record from the Open Molecules 2025 dataset describes a molecular structure, C5H13N2O. The level of theory is ωB97M-V with the def2-TZVPD basis set.

Each line ends with the Löwdin charge.
Geometry (Å):
C: 0.934 -0.167 0.474  -0.212
N: 0.950 -1.408 -0.265  0.105
C: 1.890 -1.645 -1.178  -0.378
O: 2.637 -0.809 -1.707  0.055
C: -0.481 0.403 0.727  -0.376
C: -1.301 0.173 -0.583  -0.227
C: -2.307 1.233 -0.971  -0.119
N: -0.239 2.008 0.984  0.038
H: 1.450 -0.372 1.417  0.097
H: 1.345 0.638 -0.143  0.125
H: 2.719 -1.937 1.577  0.024
H: 2.733 -2.643 1.778  0.063
H: 1.832 -2.678 -1.553  0.120
H: -1.003 -0.092 1.566  0.144
H: -1.715 -0.847 -0.491  0.119
H: -0.675 0.143 -1.476  0.107
H: -2.623 1.068 -1.999  0.075
H: -1.894 2.234 -0.884  0.066
H: -3.194 1.307 -0.352  0.069
H: -1.205 1.428 1.146  0.064
H: 0.148 1.963 1.934  0.042

Properties
Gap between HOMO and LUMO (alpha / beta) ... 11.05 / 7.82 eV
Lowest unoccupied orbital energy (alpha / beta) ... 0.9 / -2.4 eV
2S+1 ... 2
M ... 117.2 g mol⁻¹
Electronic energy ... -10417.645 eV
Max |F| ... 4.974 eV Å⁻¹
Expectation value of S² ... 0.77

=====

# 6
This record from the Open Molecules 2025 dataset describes 2 unconnected molecules or ions with the total composition C5H13N2O. The level of theory is ωB97M-V with the def2-TZVPD basis set.

Each line ends with the Löwdin charge.
Geometry (Å):
C: -0.285 -2.113 -0.173  -0.214
O: -1.443 -2.834 -0.580  -0.032
C: -0.640 -1.422 1.170  -0.349
C: -0.016 0.005 1.271  -0.098
C: -0.446 1.020 0.216  -0.023
C: 0.163 1.044 -0.923  0.378
N: 1.451 4.230 -2.515  0.031
N: -0.186 -2.164 2.313  0.080
H: -0.059 -1.314 -0.883  0.082
H: 0.583 -2.767 -0.070  0.130
H: -1.264 -3.064 -1.500  0.102
H: -1.726 -1.437 1.102  0.153
H: 1.079 -0.101 1.288  0.138
H: -0.191 0.386 2.280  0.132
H: -1.395 1.505 0.463  0.182
H: 0.349 2.009 -1.440  0.102
H: 0.491 4.261 -2.222  -0.003
H: 1.833 3.304 -2.561  -0.010
H: 2.057 4.956 -2.180  0.020
H: 0.563 -2.826 2.164  0.096
H: -0.919 -2.678 2.782  0.103

Properties
Gap between HOMO and LUMO ... 4.73 eV
Lowest unoccupied orbital energy ... -8.3 eV
M ... 117.2 g mol⁻¹
Electronic energy ... -10410.859 eV
Max |F| ... 3.892 eV Å⁻¹
Charge ... +1

=====

# 7
This record from the Open Molecules 2025 dataset describes 2 unconnected molecules or ions with the total composition C5H13N2O. The level of theory is ωB97M-V with the def2-TZVPD basis set.

Each line ends with the Löwdin charge.
Geometry (Å):
O: -0.899 -0.177 4.179  0.062
C: -0.875 -0.104 2.947  -0.247
C: 0.143 -0.779 2.043  -0.234
C: -0.442 -1.500 0.850  -0.147
H: -1.692 0.419 2.315  0.136
H: 0.661 -1.487 2.698  0.125
H: 0.907 -0.032 1.749  0.114
H: -0.893 -2.509 1.097  0.111
H: 0.367 -1.736 0.072  0.095
H: -1.228 -0.899 0.295  0.063
C: 1.106 2.220 -1.028  0.004
N: 0.261 1.001 -1.175  0.029
C: 0.129 0.281 -2.279  -0.120
N: -0.571 -0.834 -2.432  0.191
H: 1.534 2.249 -0.038  0.093
H: 0.448 3.050 -1.184  0.093
H: 1.942 2.176 -1.704  0.095
H: -0.116 0.643 -0.269  0.126
H: 0.614 0.669 -3.147  0.158
H: -0.997 -1.318 -1.669  0.092
H: -0.400 -1.332 -3.319  0.157

Properties
Gap between HOMO and LUMO ... 9.25 eV
Lowest unoccupied orbital energy ... -3.8 eV
M ... 117.2 g mol⁻¹
Electronic energy ... -10416.277 eV
Max |F| ... 3.469 eV Å⁻¹
Charge ... +1

=====

# 8
This record from the Open Molecules 2025 dataset describes a gas-phase ion, C5H13N2O (charge +1). The level of theory is ωB97M-V with the def2-TZVPD basis set.

Each line ends with the Löwdin charge.
Geometry (Å):
C: -0.013 1.338 -0.500  -0.213
C: 2.047 -0.671 0.550  -0.083
C: -1.620 0.255 0.896  -0.041
C: 1.493 -0.591 -0.900  -0.304
C: -1.490 -1.087 0.122  -0.116
N: -1.517 1.221 -0.270  0.060
N: 0.242 0.088 -1.105  -0.024
O: -2.377 -1.227 -0.803  0.105
H: 0.008 2.205 -1.200  0.147
H: 0.520 1.705 0.397  0.134
H: 2.295 0.229 1.011  0.037
H: 1.120 -1.146 1.080  0.096
H: 2.951 -1.217 0.495  0.062
H: -0.789 0.723 1.587  0.171
H: -2.467 0.325 1.519  0.113
H: 1.324 -1.712 -1.200  0.137
H: 2.290 -0.055 -1.592  0.154
H: -0.870 -1.833 0.489  0.106
H: -1.962 2.130 -0.216  0.186
H: -1.845 0.676 -1.017  0.112
H: -2.202 -2.017 -1.324  0.159

Properties
Gap between HOMO and LUMO (alpha / beta) ... 7.50 / 8.96 eV
Lowest unoccupied orbital energy (alpha / beta) ... -4.4 / -3.8 eV
M ... 117.2 g mol⁻¹
Electronic energy ... -10412.434 eV
Max |F| ... 4.872 eV Å⁻¹
Charge ... +1

=====

# 9
This record from the Open Molecules 2025 dataset describes a gas-phase ion, C5H13N2O (charge +1). The level of theory is ωB97M-V with the def2-TZVPD basis set.

Each line ends with the Löwdin charge.
Geometry (Å):
C: -1.596 2.162 -0.571  0.117
C: -0.579 1.339 -0.752  -0.295
N: -0.201 0.944 -2.167  0.262
C: 0.306 0.744 0.315  -0.129
C: 0.326 -0.776 0.338  -0.387
N: -1.001 -1.306 0.110  0.061
C: 1.160 -1.213 1.636  -0.200
O: 1.835 -2.376 1.261  -0.039
H: -2.119 2.647 -1.387  0.088
H: -1.801 2.485 0.438  0.092
H: 0.327 1.708 -2.587  0.183
H: -1.085 0.708 -2.615  0.174
H: 0.309 0.068 -2.080  0.150
H: 1.262 1.269 0.312  0.135
H: -0.129 1.081 1.265  0.137
H: 0.958 -1.270 -0.416  0.136
H: -1.630 -1.286 0.911  0.096
H: -0.886 -2.291 -0.109  0.092
H: 0.358 -1.447 2.330  0.123
H: 1.809 -0.375 1.875  0.117
H: 2.376 -2.816 1.893  0.088

Properties
Gap between HOMO and LUMO ... 9.88 eV
Lowest unoccupied orbital energy ... -3.4 eV
M ... 117.2 g mol⁻¹
Electronic energy ... -10415.790 eV
Max |F| ... 2.245 eV Å⁻¹
Charge ... +1

=====

# 10
This record from the Open Molecules 2025 dataset describes a gas-phase ion, C5H13N2O (charge +1). The level of theory is ωB97M-V with the def2-TZVPD basis set.

Each line ends with the Löwdin charge.
Geometry (Å):
O: -0.971 -0.908 1.186  0.138
C: -0.969 -0.440 -0.037  -0.435
N: -1.651 0.842 -0.111  0.050
C: -3.109 0.711 0.180  -0.019
C: 0.556 -0.443 -0.604  -0.230
N: 1.065 -1.772 -0.478  0.176
C: 2.854 0.491 0.017  -0.068
C: 1.359 0.493 0.326  -0.195
H: -1.207 1.480 0.549  0.129
H: -3.570 0.147 -0.621  0.098
H: -3.462 1.748 0.149  0.104
H: -3.279 0.254 1.161  0.110
H: 0.591 -0.158 -1.660  0.170
H: 0.674 -2.200 0.371  0.125
H: -1.540 -1.103 -0.711  0.206
H: 0.781 -2.329 -1.276  0.129
H: 3.313 1.253 0.657  0.094
H: 3.101 0.738 -1.016  0.089
H: 3.296 -0.471 0.287  0.085
H: 1.238 0.176 1.367  0.128
H: 0.928 1.492 0.265  0.116

Properties
Gap between HOMO and LUMO ... 5.88 eV
Lowest unoccupied orbital energy ... -8.8 eV
M ... 117.2 g mol⁻¹
Electronic energy ... -10411.900 eV
Max |F| ... 4.963 eV Å⁻¹
Charge ... +1

=====

# 11
This record from the Open Molecules 2025 dataset describes a gas-phase ion, C5H13N2O (charge +1). The level of theory is ωB97M-V with the def2-TZVPD basis set.

Each line ends with the Löwdin charge.
Geometry (Å):
C: 0.180 2.461 -0.231  -0.135
C: 0.546 1.140 -0.689  -0.302
N: -0.769 0.469 -1.344  0.204
C: 0.937 0.265 0.533  -0.219
N: 0.715 -1.043 0.132  -0.121
C: 0.093 -1.986 1.058  -0.169
C: -1.226 -2.520 0.547  -0.209
O: -1.823 -2.006 -0.379  0.037
H: -0.535 2.686 0.591  0.097
H: -0.203 3.232 -0.993  0.113
H: 1.048 3.079 0.262  0.140
H: 1.301 1.135 -1.604  0.196
H: -0.852 -0.512 -1.192  0.066
H: -0.998 0.788 -2.275  0.151
H: -1.632 0.971 -0.864  0.210
H: 0.216 0.599 1.386  0.163
H: 1.979 0.535 0.821  0.147
H: 1.617 -1.400 -0.237  0.155
H: 0.884 -2.846 1.181  0.162
H: 0.003 -1.573 2.137  0.157
H: -1.481 -3.475 1.159  0.155

Properties
Gap between HOMO and LUMO ... 10.61 eV
Lowest unoccupied orbital energy ... -2.9 eV
M ... 117.2 g mol⁻¹
Electronic energy ... -10415.336 eV
Max |F| ... 6.381 eV Å⁻¹
Charge ... +1

=====

# 12
This record from the Open Molecules 2025 dataset describes a gas-phase ion, C5H13N2O (charge +1). The level of theory is ωB97M-V with the def2-TZVPD basis set.

Each line ends with the Löwdin charge.
Geometry (Å):
C: -0.598 1.320 -0.918  -0.031
C: 0.186 0.792 0.297  -0.376
C: 1.535 1.462 0.449  -0.059
C: 0.249 -0.733 0.309  -0.195
N: 0.936 -1.241 -0.909  0.241
C: -1.157 -1.327 0.225  -0.494
N: -1.955 -1.228 1.285  0.225
O: -1.499 -1.848 -0.828  0.070
H: -0.083 2.154 -1.396  0.090
H: -1.554 1.742 -0.615  0.094
H: -0.871 0.595 -1.692  0.083
H: -0.382 1.057 1.180  0.137
H: 2.278 1.227 -0.325  0.086
H: 1.407 2.546 0.444  0.098
H: 2.023 1.253 1.405  0.092
H: 0.775 -1.059 1.206  0.169
H: 1.588 -0.551 -1.278  0.164
H: 0.193 -1.530 -1.568  0.152
H: 1.461 -2.093 -0.702  0.185
H: -1.635 -0.954 2.201  0.130
H: -2.895 -1.585 1.231  0.140

Properties
Gap between HOMO and LUMO ... 11.52 eV
Lowest unoccupied orbital energy ... -3.3 eV
M ... 117.2 g mol⁻¹
Electronic energy ... -10417.962 eV
Max |F| ... 0.919 eV Å⁻¹
Charge ... +1

=====

The evaluated energy relative to the best compared isomer or geometry (same formula, charge and spin) for the records listed, in turn: 0.0468 1.8479 0.7328 3.9670 4.6399 7.3370 1.9189 5.7616 2.4056 6.2957 2.8599 0.2339 eV.